(1)
5
Properties=species:S:1:pos:R:3 method="wB97M-V/def2-TZVPD" energy_ev=-20455.70241 orbital_gap_ev="9.8 / 5.4" mol_weight_g_mol=175.0 e_above_lowest_kcal_mol=59.3 spin_multiplicity=1
N 0.46 0.41 -0.27
S 1.96 0.03 0.16
I -5.07 -0.52 0.22
H 0.74 1.26 -0.77
H 1.91 -1.18 0.65

***

(2)
4
Properties=species:S:1:pos:R:3 method="wB97M-V/def2-TZVPD" energy_ev=-10183.02263 orbital_gap_ev=6.5 mol_weight_g_mol=144.9 e_above_lowest_kcal_mol=8.5 total_charge=-1 spin_multiplicity=1
O 0.24 -1.51 0.93
H 0.13 -0.63 0.49
H 0.37 -2.14 0.18
I -0.74 4.27 -1.60